11
Properties=species:S:1:pos:R:3:forces:R:3 method="wB97M-V/def2-TZVPD" e_homo_ha=-0.3437 smiles="O=C/N=c1/[nH]nco1" homo_lumo_gap_ev=9.75
O 1.64766 -0.78766 -1.53053 -7.912 1.069 -3.432
C 0.35463 -0.64460 -1.98162 3.335 -2.984 -0.526
N -0.82371 -0.63994 -1.15679 3.878 0.900 -1.516
C -0.43751 -0.05999 -0.07795 -4.202 -0.786 2.200
N -1.27996 -0.11190 1.05819 5.745 1.827 -2.079
N -0.64975 0.55954 2.04091 1.726 1.179 0.732
C 0.49656 1.01456 1.54830 -4.524 -2.066 0.752
O 0.58412 0.70170 0.21033 1.536 0.537 0.904
H -0.12670 -0.81099 -3.15476 2.405 0.657 2.887
H -2.17834 -0.43092 0.99488 -2.603 -0.793 0.534
H 1.24272 1.41595 2.19299 0.616 0.461 -0.455



36
Properties=species:S:1:pos:R:3:forces:R:3 method="wB97M-V/def2-TZVPD" e_homo_ha="-0.3065 / -0.3211" multiplicity=2 homo_lumo_gap_ev="8.60 / 6.58"
Hg -2.58644 -2.86924 1.13820 0.792 -0.406 -0.747
C -0.23559 -0.94881 -0.65421 -0.099 -0.635 1.421
O -1.42715 -1.45630 -0.09929 -0.036 1.030 -0.883
H -0.09713 -0.98802 -1.73466 -0.462 -0.416 -0.317
H -0.06070 0.09157 -0.38011 -0.434 0.616 0.098
H 0.64824 -1.40042 -0.20365 0.386 -0.566 -0.020
C 0.99555 3.06186 0.49483 0.038 -0.108 -0.429
Cl 1.64709 2.26973 1.96089 -0.240 0.345 -0.653
Cl 2.28421 3.48794 -0.71053 -0.668 -0.125 0.811
H 0.31054 2.39577 -0.02974 0.305 -0.207 0.213
H 0.41527 3.93724 0.78652 0.555 0.096 0.015
C -0.14788 0.68449 -4.61760 0.810 -0.204 -0.308
Cl 0.41020 2.29169 -4.05720 -0.156 -0.634 0.014
Cl -1.60772 0.80380 -5.58759 -0.263 -0.067 0.177
H 0.61004 0.25090 -5.27003 0.054 0.402 0.040
H -0.24423 -0.01784 -3.78962 -0.456 0.490 0.121
C -4.46601 0.38382 -0.37856 0.097 0.115 0.297
Cl -4.51260 1.68361 0.87345 -0.055 -0.495 -0.794
Cl -4.70635 -1.20188 0.39512 -0.535 0.228 -0.362
H -5.27663 0.45462 -1.10381 0.099 0.456 0.309
H -3.49232 0.40629 -0.86797 -0.105 -0.148 0.254
C 1.85527 -2.81335 2.32901 -0.698 0.636 -0.231
Cl 0.06388 -3.01602 2.53696 1.116 -0.162 0.453
Cl 2.26495 -1.05041 2.54826 -0.126 -1.435 -0.149
H 2.41637 -3.43891 3.02323 -0.295 0.344 0.125
H 2.02176 -3.14566 1.30434 0.276 0.437 0.134
C 4.08413 -0.38811 -0.33858 -0.242 0.111 -0.751
Cl 5.08560 -1.27953 -1.46872 0.354 -0.641 -0.536
Cl 5.10689 0.24050 0.94863 -0.470 0.115 0.124
H 3.64865 0.39558 -0.95849 0.064 0.301 0.601
H 3.28674 -1.05705 -0.01488 0.326 0.225 0.477
C -1.54948 0.43453 2.70514 0.147 0.489 -1.047
Cl -1.69376 1.81462 3.81049 0.226 -0.429 -0.032
Cl -2.72177 -0.83330 3.06353 -0.067 0.258 0.817
H -1.77744 0.81583 1.70978 -0.179 -0.133 0.138
H -0.55202 0.00035 2.63679 -0.060 0.114 0.617



9
Properties=species:S:1:pos:R:3:forces:R:3 method="wB97M-V/def2-TZVPD" e_homo_ha="-0.2831 / -0.2771" homo_lumo_gap_ev="6.70 / 6.96"
C -2.75517 -0.27180 0.00879 1.631 -0.450 -0.092
C -1.54724 -0.11970 -0.06562 0.874 1.007 0.202
C 1.83674 -0.30180 0.30779 -0.329 -0.949 0.674
C -0.34997 0.37732 -0.10673 -0.883 -0.157 -0.757
C 0.96971 0.43732 -0.37794 0.768 1.920 -0.815
H -3.74526 -0.26384 0.09772 -3.328 -0.203 0.214
H 1.30897 -0.96251 0.99482 1.212 -0.363 0.166
H 1.40844 1.24529 -0.99280 -0.643 -0.367 -0.021
H 2.87378 -0.14028 0.13397 0.698 -0.438 0.429



14
Properties=species:S:1:pos:R:3:forces:R:3 method="wB97M-V/def2-TZVPD" e_homo_ha=-0.3766 smiles="CC(=O)[C@@H](C)O" homo_lumo_gap_ev=11.10
C -1.77317 -0.31793 0.41659 -0.015 -0.044 0.037
C -0.68152 0.66122 0.06191 -0.086 0.293 -0.125
O -0.94307 1.74738 -0.41966 0.084 -0.425 0.192
C 0.78439 0.30438 0.30773 -0.135 -0.182 0.030
C 1.24364 -0.85893 -0.57727 0.001 -0.066 -0.034
O 1.57729 1.43106 0.06566 -0.023 0.139 -0.049
H -2.11771 -0.82245 -0.49312 0.102 0.062 0.094
H -2.62093 0.24185 0.82103 0.128 -0.090 -0.066
H -1.45129 -1.07651 1.13537 0.018 0.117 -0.125
H 0.87789 0.00368 1.36472 -0.031 0.071 -0.123
H 0.78114 -1.81137 -0.29657 0.010 0.161 -0.027
H 2.32777 -0.95433 -0.46905 -0.172 -0.019 0.010
H 1.02998 -0.65039 -1.63095 0.004 -0.008 0.149
H 0.96560 2.10234 -0.28638 0.116 -0.008 0.037



9
Properties=species:S:1:pos:R:3:forces:R:3 method="wB97M-V/def2-TZVPD" e_homo_ha="-0.5771 / -0.5771" charge=+1 homo_lumo_gap_ev="9.08 / 9.08"
C -0.98643 -0.02689 -0.13205 0.332 -0.374 0.098
C 0.83936 1.13551 0.03732 1.191 3.831 1.381
C -0.02201 -1.14335 -0.06425 0.282 -0.186 -0.205
N -0.47935 1.15457 -0.07837 -1.061 0.723 -0.185
S 1.61147 -0.33030 0.06078 -0.158 -0.057 -0.019
H -2.05910 -0.15468 -0.19325 -0.084 -0.141 -0.082
H 1.35089 2.95116 0.50013 -0.569 -3.967 -1.112
H -0.17858 -1.78297 0.81107 0.028 0.043 0.073
H -0.07625 -1.80305 -0.94138 0.039 0.129 0.051



8
Properties=species:S:1:pos:R:3:forces:R:3 method="wB97M-V/def2-TZVPD" e_homo_ha=-0.3184 homo_lumo_gap_ev=7.35
C -0.68467 0.57557 -0.65437 1.112 -1.026 1.445
P 1.02786 0.74083 -0.03144 0.072 -2.017 -1.735
P -1.25942 -0.93523 -0.14983 1.162 0.825 -0.286
S 1.95342 -0.86151 0.55615 0.015 -0.262 0.440
H 1.03558 1.79471 0.77432 -0.452 1.552 1.488
H 1.71413 1.31958 -1.06769 0.235 0.420 -0.745
H -2.51315 -0.59926 -0.21934 -3.061 -0.246 -0.338
H -1.27376 -2.03470 0.79221 0.917 0.753 -0.268



14
Properties=species:S:1:pos:R:3:forces:R:3 method="wB97M-V/def2-TZVPD" e_homo_ha="-0.4302 / -0.5613" charge=+1 multiplicity=3 homo_lumo_gap_ev="6.74 / 8.39"
C -1.11930 1.00013 -1.08948 0.978 0.895 1.177
C -0.04333 0.27873 -1.49632 -1.427 -0.310 1.050
C -1.17666 1.34856 0.23136 1.218 -2.061 0.463
C 0.69417 -0.29135 -0.55085 2.841 -1.327 0.391
C -0.33032 0.72997 1.17041 -1.766 2.120 2.014
N 0.61562 -0.16419 0.84211 -1.633 1.473 -4.213
N 1.54872 -0.79233 1.50996 0.537 -0.842 -2.835
Cl 1.74779 -0.27870 3.19194 -0.160 -1.339 4.269
H -1.63951 1.56345 -1.76919 -1.739 0.895 -1.607
H 0.13555 0.19509 -2.50524 0.867 -0.559 -2.002
H -1.87337 2.09137 0.42323 -1.057 1.139 1.434
H 1.59776 -0.71360 -0.90987 0.719 -1.036 0.359
H -0.41815 1.07250 2.21400 0.247 -0.563 -0.493
H 1.65556 -1.33278 4.35930 0.374 1.514 -0.006



20
Properties=species:S:1:pos:R:3:forces:R:3 method="wB97M-V/def2-TZVPD" e_homo_ha=-0.3195 smiles=CNC.CNC homo_lumo_gap_ev=9.58
C 4.07215 0.12841 1.29201 1.050 -1.558 -0.543
N 2.81806 0.57399 1.74956 -1.097 0.564 0.992
C 2.54349 1.91072 1.27528 -1.008 0.062 -0.354
H 4.02941 0.04350 0.19312 0.591 -0.052 -0.067
H 4.21315 -0.87939 1.71753 0.396 0.280 -0.313
H 4.94221 0.74972 1.56329 -0.580 -0.031 0.108
H 2.10585 -0.08938 1.41868 0.364 0.659 0.291
H 2.81295 1.98099 0.20801 -0.091 0.341 0.014
H 3.07218 2.70765 1.82482 -0.068 -0.524 -0.050
H 1.45743 2.07519 1.37548 0.437 0.257 -0.078
C -2.26766 -0.16761 -1.49220 -0.363 0.383 0.447
N -3.55701 -0.43724 -0.77924 1.120 -1.097 -1.013
C -3.95500 -1.87651 -1.01698 -0.877 1.381 0.403
H -1.63294 -1.06776 -1.55114 -0.356 0.334 0.139
H -1.72159 0.61205 -0.93494 -0.060 -0.272 -0.322
H -2.45567 0.19793 -2.51574 0.247 -0.191 0.179
H -4.21607 0.24221 -1.18021 -0.020 -0.906 0.341
H -4.97080 -1.95009 -0.59350 0.366 -0.361 -0.212
H -3.29681 -2.57726 -0.47627 -0.135 0.563 -0.140
H -3.99335 -2.17710 -2.07753 0.083 0.166 0.181



Short version: energy above the lowest of the compared OMol25 structures with the same formula, charge and spin = 442.68, 0.00, 253.60, 64.40, 369.31, 421.96, 193.74, 118.24 kJ/mol, in the order given.
Short version: molecular weight = 113.1, 741.2, 64.1, 88.1, 86.1, 110.1, 129.6, 90.2 g/mol, in the order given.